# C4H11NO2

A cluster of 2 separate species, C4H11NO2 in total (ωB97M-V with the def2-TZVPD basis set, OMol25).

Structure (XYZ):
```
18
Properties=species:S:1:pos:R:3:nbo_charge:R:1
H 2.822 -0.380 0.379 0.171
C -0.951 -0.103 -0.243 -0.151
H -1.999 1.137 1.198 0.220
H -0.261 1.011 1.483 0.217
H 3.084 0.402 -1.748 0.465
H -0.665 0.711 -0.919 0.206
H -1.321 -0.342 1.895 0.226
H -2.534 -1.590 -0.164 0.214
O 0.385 -1.796 0.804 -0.280
H 2.681 1.310 0.913 0.182
N 0.174 -1.274 -0.276 0.163
H -3.057 -0.022 -0.783 0.223
H 1.371 0.647 -0.156 0.147
O 3.234 1.053 -1.044 -0.721
C -1.145 0.452 1.161 -0.643
H -2.092 -1.101 -1.803 0.220
C -2.228 -0.738 -0.779 -0.623
C 2.503 0.622 0.083 -0.237
```

Energy relative to the best compared isomer or geometry (same formula, charge and spin) in kJ/mol: 376.4
E_tot in hartree: -364.1248
Strongest force on any atom in eV Å⁻¹: 2.68
SMILES string: CC(C)N=O.CO
HOMO level in eV: -9.14